95
Properties=species:S:1:pos:R:3 method="wB97M-V/def2-TZVPD" lumo_ev="-3.0 / -4.5" multiplicity=4 charge=+1 homo_energy_ev="-9.763 / -9.928" e_tot_ev=-80867.1589 largest_force_ev_per_a=1.190
Mo 1.23006 0.44082 -1.04336
O 5.22907 0.65858 3.02109
C 4.02583 0.50798 3.58718
C 3.97722 0.42351 4.98058
C 2.77431 0.27826 5.63390
C 1.58091 0.21413 4.91464
C 1.62404 0.28542 3.53966
C 2.83143 0.42446 2.84507
C 2.82517 0.46838 1.36273
O 1.63608 0.16159 0.83477
N 3.90817 0.77777 0.75616
N 1.90514 2.20304 -0.79101
C 3.82594 0.08348 -1.85461
C 3.26533 0.82427 -3.03753
C 4.03913 1.38431 -4.03790
C 3.40505 1.93627 -5.13869
C 2.01740 1.90191 -5.21669
C 1.30673 1.35311 -4.16974
N 1.92727 0.83542 -3.10337
H 5.06271 0.75011 2.05033
H 4.91161 0.48127 5.52165
H 2.75989 0.21981 6.71414
H 0.63485 0.11272 5.42825
H 0.70765 0.24687 2.96806
H 4.65274 -0.50520 -2.25692
H 5.11744 1.36812 -3.95669
H 3.98609 2.37299 -5.93910
H 1.49304 2.29834 -6.07350
H 0.22563 1.32031 -4.16393
S 5.49049 3.55873 -1.07409
C 4.28991 4.82078 -1.21109
C 3.02861 4.37829 -1.10431
C 2.96352 2.93538 -0.91976
C 4.29645 2.37994 -0.87466
C 4.45637 0.92350 -0.61088
C 5.82990 0.32331 -0.47293
C 5.88751 -1.00399 -0.30353
C 4.75752 -1.93758 -0.24011
C 3.44610 -1.81404 -0.57912
N 2.84233 -0.82893 -1.33516
H 4.62132 5.83571 -1.35970
H 2.15060 5.00327 -1.14911
H 6.71666 0.94353 -0.46221
H 6.85606 -1.45228 -0.11970
H 4.99977 -2.88599 0.22308
H 2.77841 -2.61100 -0.27207
C -6.81369 -1.32363 4.96571
C -5.57053 -1.31787 4.12313
C -4.93022 -2.50350 3.77561
C -3.78679 -2.52438 2.99112
C -3.13636 -3.85268 2.70543
C -3.28640 -1.29291 2.53228
Te -1.57729 -1.25246 1.31349
N -0.55581 0.45022 -1.16729
C -1.85077 0.80127 -1.19870
O -2.65447 0.48742 -0.30979
C -2.33094 1.58445 -2.36975
C -3.57092 1.28617 -2.92278
C -4.03745 2.02726 -3.99603
C -3.28306 3.08280 -4.49220
C -2.05805 3.39743 -3.91973
C -1.57329 2.64152 -2.86362
C -2.29684 -2.38579 -0.30932
C -3.66745 -2.42524 -0.55157
C -4.15298 -3.15694 -1.61876
C -3.26963 -3.84195 -2.44446
C -1.90706 -3.77564 -2.21215
C -1.39105 -3.03827 -1.14780
C 0.09995 -2.91289 -0.98205
C -3.86357 -0.07805 2.91874
C -3.30421 1.27945 2.58137
C -5.01547 -0.12200 3.69623
H -7.10122 -2.33520 5.24474
H -7.64570 -0.86828 4.42704
H -6.66261 -0.74700 5.87895
H -5.32682 -3.44353 4.13993
H -3.53885 -4.61333 3.37060
H -2.05608 -3.81319 2.86417
H -3.30839 -4.17778 1.68084
H -4.15446 0.47472 -2.50870
H -4.99389 1.78994 -4.44133
H -3.65638 3.66867 -5.32113
H -1.48515 4.23653 -4.29148
H -0.62433 2.88477 -2.39880
H -4.35073 -1.89153 0.09566
H -5.21780 -3.19650 -1.80333
H -3.64385 -4.42388 -3.27542
H -1.22330 -4.30029 -2.86748
H 0.62506 -3.73148 -1.47257
H 0.40973 -2.88845 0.06496
H 0.42856 -1.98942 -1.47546
H -2.36952 1.23530 2.02750
H -3.13213 1.84396 3.49777
H -4.00841 1.84105 1.96726
H -5.47681 0.81442 3.98939


104
Properties=species:S:1:pos:R:3 method="wB97M-V/def2-TZVPD" lumo_ev="3.3 / 3.3" multiplicity=2 charge=-2 homo_energy_ev="-0.924 / -2.020" e_tot_ev=-251765.5277 largest_force_ev_per_a=2.218
Ti -0.36300 -0.13138 0.23599
C 5.11375 3.33142 1.36865
C 4.67052 2.54723 0.13560
N 3.28093 2.74452 -0.15496
C 2.26062 2.02793 0.38392
S 2.57876 0.71368 1.37912
N 1.07417 2.56301 0.10993
N -0.04266 1.92781 0.39702
C -1.16062 2.63270 0.32796
C -1.15548 4.07080 -0.11196
C -2.34326 1.98272 0.77388
C -3.60766 2.60225 0.88628
C -4.61923 1.94408 1.53911
C -4.36387 0.69093 2.09902
C -3.13074 0.11046 1.86482
N -2.15933 0.70260 1.19080
H 6.16291 3.14433 1.57490
H 4.52618 3.00757 2.22312
H 4.96429 4.39969 1.21932
H 4.82294 1.48074 0.32020
H 5.25532 2.85194 -0.73600
H 2.99536 3.53152 -0.71718
H -0.16752 4.48132 0.07885
H -1.90579 4.64740 0.42161
H -1.35806 4.13342 -1.18283
H -3.77654 3.58567 0.47297
H -5.59675 2.39517 1.64268
H -5.11792 0.17121 2.66911
H -2.90684 -0.87979 2.24416
Br 8.97339 3.40004 0.11526
C 8.12675 2.13024 -1.03722
C 8.16042 2.33629 -2.40899
C 7.57589 1.41294 -3.23963
C 6.91777 0.27327 -2.72197
C 6.86321 0.12983 -1.31253
C 7.48774 1.03068 -0.48515
N 6.56762 -0.70705 -3.57659
N 5.66052 -1.59266 -3.38171
C 4.48518 -1.37035 -2.76244
C 3.85059 -2.45987 -2.14988
C 2.67354 -2.32997 -1.44256
C 2.00717 -1.10242 -1.32908
O 0.95863 -0.92888 -0.56390
C 2.52020 -0.01420 -2.11274
N 1.76900 1.09666 -2.18667
C 2.15568 2.08306 -2.95341
C 3.30058 2.03867 -3.75199
C 4.08718 0.91119 -3.68805
C 3.74615 -0.13792 -2.82544
H 8.64312 3.21380 -2.81754
H 7.59771 1.54571 -4.31268
H 6.36224 -0.73098 -0.88996
H 7.47679 0.89700 0.58677
H 4.36237 -3.41102 -2.18672
H 2.25805 -3.19257 -0.94243
H 1.50604 2.95085 -2.96038
H 3.55159 2.85608 -4.41512
H 4.95656 0.82039 -4.32565
N -0.88226 0.45545 -1.65051
C -1.12921 0.34753 -2.78425
C -1.53812 0.31592 -4.08529
C -2.64887 1.08581 -4.42225
N -3.56300 1.73543 -4.69742
C -0.89947 -0.47053 -5.03943
N -0.39249 -1.11237 -5.85284
C -1.90067 -3.80074 2.36029
Si -1.00621 -3.23344 0.72455
C -1.09579 -4.67937 -0.56278
C 0.82398 -3.32293 1.30515
N -1.69084 -1.79609 0.04199
C -3.00221 -1.73778 -0.34840
C -3.90900 -2.80280 -0.16314
C -5.23778 -2.73047 -0.52079
C -5.76490 -1.59021 -1.10253
C -4.90689 -0.52258 -1.30836
C -3.57767 -0.59281 -0.94798
H -1.29453 -4.53065 2.88780
H -2.87678 -4.24908 2.20410
H -2.03389 -2.94772 3.02147
H -0.64887 -5.59467 -0.18424
H -0.55780 -4.39281 -1.46296
H -2.11388 -4.90987 -0.85683
H 0.87923 -3.51501 2.37271
H 1.35579 -2.39484 1.12034
H 1.35831 -4.12881 0.80549
H -3.55424 -3.71292 0.28438
H -5.87742 -3.58651 -0.33605
H -6.80741 -1.53078 -1.38876
H -5.27574 0.39422 -1.75306
H -2.97565 0.28314 -1.13160
Br -1.88174 -2.77551 7.52035
C -0.58383 -2.36619 6.18207
C 0.61101 -3.06227 6.18992
C 1.56873 -2.74639 5.23889
C 1.31628 -1.78333 4.27703
C 0.09505 -1.11680 4.26843
C -0.86127 -1.39946 5.23703
C -0.22257 -0.12566 3.15414
O -0.65878 0.98549 3.42109
O -0.01949 -0.61246 1.99828
H 0.79206 -3.83203 6.92521
H 2.50891 -3.27738 5.24841
H 2.05586 -1.52289 3.53265
H -1.80134 -0.86376 5.23557